Here is 7 unconnected molecules or ions with the total composition C23H56INO9S at a distorted geometry from OMol25. Energies are from wB97M-V/def2-TZVPD.

Last column: Löwdin charge in e.
Cartesian coordinates (Å):
C 1.576 0.022 1.611  -0.12
S 0.325 -1.254 1.058  0.73
O 0.228 -1.343 -0.432  -0.35
O 0.903 -2.579 1.529  -0.39
C -1.278 -0.920 1.923  -0.34
C -1.594 0.661 1.943  -0.10
C -1.961 0.804 0.382  -0.38
O -1.686 1.715 -0.407  0.07
N -2.686 -0.440 0.016  0.01
C -2.649 -1.362 1.198  -0.65
I -4.502 -1.143 2.391  0.80
H 2.584 -0.346 1.231  0.07
H 1.518 0.059 2.740  0.09
H 1.343 1.057 1.206  0.06
H -1.222 -1.455 2.926  0.14
H -2.390 0.970 2.696  0.10
H -0.736 1.357 2.231  0.11
H -3.618 -0.143 -0.294  0.11
H -2.712 -2.465 0.920  0.10
C 0.004 0.078 -4.141  -0.06
C -0.959 1.153 -4.599  -0.50
C -0.419 2.541 -4.294  -0.07
O -2.213 0.971 -3.943  -0.06
H 0.156 0.135 -3.059  0.07
H -0.401 -0.915 -4.353  0.08
H 0.975 0.172 -4.636  0.08
H -1.139 1.057 -5.673  0.14
H -0.274 2.675 -3.217  0.08
H -1.127 3.309 -4.616  0.07
H 0.536 2.713 -4.798  0.08
H -2.069 1.050 -2.989  0.07
C 1.963 6.055 -4.974  -0.06
C 1.140 6.876 -3.993  -0.50
C -0.209 6.228 -3.726  -0.06
O 0.943 8.187 -4.518  -0.06
H 1.452 5.974 -5.938  0.08
H 2.925 6.537 -5.165  0.08
H 2.146 5.048 -4.591  0.07
H 1.689 6.983 -3.053  0.14
H -0.795 6.152 -4.647  0.08
H -0.794 6.833 -3.028  0.08
H -0.090 5.227 -3.305  0.06
H 0.459 8.104 -5.349  0.09
C 2.900 5.686 1.688  -0.06
C 1.962 4.689 1.028  -0.49
C 0.521 5.175 1.065  -0.06
O 2.056 3.432 1.699  -0.07
H 2.639 5.830 2.741  0.08
H 3.929 5.319 1.664  0.08
H 2.863 6.655 1.185  0.08
H 2.268 4.526 -0.008  0.14
H 0.178 5.301 2.097  0.08
H -0.143 4.443 0.597  0.07
H 0.413 6.129 0.543  0.08
H 1.787 3.563 2.617  0.09
C 1.749 -5.221 0.236  -0.07
C 1.243 -6.653 0.171  -0.50
C 1.912 -7.427 -0.955  -0.07
O -0.170 -6.650 -0.030  -0.06
H 1.527 -4.686 -0.693  0.09
H 1.252 -4.674 1.041  0.05
H 2.828 -5.191 0.407  0.08
H 1.434 -7.154 1.124  0.14
H 1.696 -6.968 -1.925  0.08
H 1.531 -8.451 -0.997  0.08
H 2.996 -7.462 -0.819  0.08
H -0.348 -6.209 -0.870  0.09
C 6.915 -0.270 2.514  -0.07
C 5.815 -1.262 2.858  -0.49
C 6.332 -2.692 2.834  -0.06
O 4.745 -1.128 1.924  -0.07
H 7.303 -0.452 1.507  0.08
H 6.527 0.751 2.525  0.08
H 7.743 -0.337 3.224  0.08
H 5.411 -1.035 3.848  0.14
H 6.700 -2.957 1.837  0.08
H 5.529 -3.394 3.071  0.08
H 7.142 -2.831 3.553  0.08
H 5.091 -1.328 1.045  0.09
C -7.240 -4.920 2.174  -0.06
C -8.066 -4.082 3.138  -0.50
C -9.419 -4.722 3.408  -0.07
O -8.257 -2.778 2.591  -0.08
H -7.746 -5.015 1.208  0.08
H -6.276 -4.443 1.981  0.06
H -7.061 -5.921 2.574  0.08
H -7.522 -3.962 4.079  0.14
H -9.999 -4.810 2.484  0.08
H -10.005 -4.104 4.093  0.08
H -9.305 -5.717 3.845  0.08
H -8.737 -2.872 1.759  0.09

Its total energy is -2337.6335 a.u. The structure (SMILES) is CS(=O)(=O)[C@H]1CC(=O)N[C@@H]1I.CC(C)O.CC(C)O.CC(C)O.CC(C)O.CC(C)O.CC(C)O.